ORCA calculation (the ωB97M-V functional and the def2-TZVPD basis) on a single C17H20ClN3O3S molecule.

Bonds (Å) are listed after each position.
Atoms and positions in Å:
1 C -1.983 -0.823 -2.385  C2 1.528, H26 1.086, H27 1.086, H28 1.087
2 C -2.050 0.549 -3.053  C1 1.528, N3 1.446, H29 1.092, H30 1.095
3 N -2.352 1.620 -2.130  C2 1.446, C4 1.441, S6 1.657
4 C -3.701 2.118 -2.027  N3 1.441, C5 1.527, H31 1.098, H32 1.090
5 C -4.640 1.158 -1.301  C4 1.527, H33 1.087, H34 1.087, H35 1.087
6 S -1.091 2.539 -1.572  N3 1.657, O7 1.437, O8 1.433, C9 1.805
7 O -1.578 3.851 -1.248  S6 1.437
8 O 0.009 2.439 -2.486  S6 1.433
9 C -0.612 1.658 -0.071  S6 1.805, C10 1.381, C24 1.391
10 C 0.391 0.726 -0.248  C9 1.381, C11 1.390, H36 1.079
11 C 0.831 -0.061 0.811  C10 1.390, C12 1.491, C22 1.393
12 C 1.876 -1.089 0.537  C11 1.491, O13 1.211, N14 1.369
13 O 1.934 -1.684 -0.516  C12 1.211
14 N 2.739 -1.287 1.582  C12 1.369, C15 1.387, H37 1.012
15 C 3.803 -2.171 1.673  N14 1.387, C16 1.396, N21 1.331
16 C 4.157 -3.074 0.668  C15 1.396, C17 1.381, H38 1.077
17 C 5.236 -3.904 0.895  C16 1.381, C18 1.390, H39 1.079
18 C 5.917 -3.806 2.104  C17 1.390, Cl19 1.725, C20 1.388
19 Cl 7.271 -4.823 2.434  C18 1.725
20 C 5.489 -2.877 3.041  C18 1.388, N21 1.318, H40 1.081
21 N 4.459 -2.083 2.827  C15 1.331, C20 1.318
22 C 0.231 0.102 2.057  C11 1.393, C23 1.381, H41 1.081
23 C -0.773 1.036 2.222  C22 1.381, C24 1.395, H42 1.080
24 C -1.219 1.834 1.168  C9 1.391, C23 1.395, C25 1.492
25 C -2.319 2.816 1.400  C24 1.492, H43 1.090, H44 1.088, H45 1.085
26 H -1.210 -0.839 -1.621  C1 1.086
27 H -2.931 -1.081 -1.922  C1 1.086
28 H -1.744 -1.575 -3.132  C1 1.087
29 H -1.082 0.781 -3.504  C2 1.092
30 H -2.807 0.544 -3.845  C2 1.095
31 H -4.099 2.330 -3.029  C4 1.098
32 H -3.630 3.062 -1.487  C4 1.090
33 H -4.849 0.285 -1.913  C5 1.087
34 H -4.198 0.827 -0.365  C5 1.087
35 H -5.581 1.660 -1.089  C5 1.087
36 H 0.847 0.628 -1.221  C10 1.079
37 H 2.650 -0.700 2.401  N14 1.012
38 H 3.599 -3.109 -0.252  C16 1.077
39 H 5.549 -4.618 0.149  C17 1.079
40 H 5.987 -2.765 3.994  C20 1.081
41 H 0.522 -0.517 2.894  C22 1.081
42 H -1.233 1.152 3.193  C23 1.080
43 H -3.281 2.357 1.173  C25 1.090
44 H -2.334 3.132 2.440  C25 1.088
45 H -2.200 3.680 0.753  C25 1.085

Computed properties:
**Energy above the lowest of the compared OMol25 structures with the same formula, charge and spin**: 91.7 kJ/mol
**Orbital gap**: 0.3322 Ha
**Molecular weight**: 381.9 g mol⁻¹
**Spin multiplicity**: 1
**HOMO level**: -8.874 eV
**Total charge**: 0